Entry 1:
# C3H12N2O

A cluster of 2 separate species, C3H12N2O in total (wB97M-V/def2-TZVPD, OMol25).

Element x y z (Å)
C -0.139 1.081 -1.972
C -0.737 0.151 -0.908
N 0.217 -0.803 -0.357
C 1.441 -0.260 0.165
N 1.364 0.804 1.173
H -0.098 0.543 -2.919
H 0.883 1.386 -1.749
H -0.747 1.975 -2.065
H -1.267 0.731 -0.140
H -1.510 -0.428 -1.421
H -0.275 -1.376 0.319
H 2.079 0.089 -0.649
H 2.017 -1.093 0.564
H 0.455 1.249 1.156
H 1.491 0.433 2.104
H -1.190 -2.069 2.341
H -2.465 -1.207 2.273
O -1.519 -1.205 2.085

SMILES string = CCNCN.O
E_LUMO = 0.5 eV
Relative energy (zero: lowest compared OMol25 entry of this formula, charge and spin) = 0.461 eV
Orbital gap = 8.9 eV

Atomic partial charges in e from the Löwdin method, atoms 1 to 6:
1 C -0.09
2 C -0.30
3 N -0.08
4 C -0.34
5 N 0.02
6 H 0.07



Entry 2:
# C34H57ClFLiN5O9P

A structure of composition C34H57ClFLiN5O9P (wB97M-V/def2-TZVPD, OMol25).

Element x y z (Å)
C -2.711 -6.145 4.520
C -1.722 -5.072 5.001
C -1.983 -3.721 4.304
C -1.428 -2.539 5.146
C -0.785 -1.474 4.247
C -1.201 -0.023 4.562
C -0.254 0.989 3.890
C -0.990 2.159 3.226
C 0.017 3.011 2.467
C -0.578 3.771 1.269
N -0.170 3.041 0.066
C 1.225 3.238 -0.387
C 1.716 4.578 -0.869
C 3.192 4.434 -1.208
C 3.857 5.551 -1.695
C 5.191 5.457 -2.118
C 5.830 4.219 -2.044
C 5.153 3.125 -1.521
C 3.848 3.225 -1.113
C -1.110 2.957 -0.906
N -1.439 1.742 -1.299
C -0.834 0.551 -0.704
C -1.711 -0.683 -1.015
P -0.751 -1.912 -1.966
O -0.552 -1.355 -3.295
O 0.598 -2.132 -1.179
C 0.548 -2.962 0.009
C 0.955 -4.384 -0.282
O -1.522 -3.297 -1.901
C -2.694 -3.401 -2.739
C -3.978 -2.873 -2.094
N -1.712 3.986 -1.586
O -1.378 5.245 -1.079
C -3.185 3.878 -1.714
C -3.634 3.855 -3.190
C -2.526 4.193 -4.160
F -4.110 2.589 -3.512
H -2.967 -5.944 3.483
H -3.598 -6.107 5.143
H -2.245 -7.121 4.592
H -0.696 -5.341 4.760
H -1.794 -4.902 6.072
H -3.053 -3.556 4.158
H -1.461 -3.759 3.346
H -0.659 -2.953 5.791
H -2.215 -2.109 5.757
H -1.104 -1.663 3.214
H 0.298 -1.545 4.235
H -2.192 0.148 4.101
H -1.261 0.150 5.629
H 0.405 1.399 4.652
H 0.390 0.465 3.179
H -1.768 1.729 2.572
H -1.438 2.731 4.038
H 0.578 3.690 3.101
H 0.751 2.319 2.062
H -1.672 3.700 1.339
H -0.328 4.830 1.306
H 1.837 2.978 0.478
H 1.422 2.465 -1.133
H 1.235 4.784 -1.831
H 1.564 5.377 -0.156
H 3.340 6.499 -1.763
H 5.668 6.338 -2.520
H 6.847 4.133 -2.398
H 5.657 2.171 -1.500
H 3.336 2.352 -0.749
H -2.098 1.578 -2.049
H -0.812 0.659 0.375
H 0.179 0.415 -1.070
H -2.052 -1.152 -0.075
H -2.619 -0.441 -1.559
H -0.444 -2.902 0.474
H 1.257 -2.536 0.717
H 0.184 -4.936 -0.811
H 1.099 -4.900 0.666
H 1.845 -4.427 -0.900
H -2.511 -2.956 -3.710
H -2.823 -4.461 -2.925
H -4.764 -3.621 -2.095
H -4.349 -2.016 -2.653
H -3.826 -2.578 -1.058
H -1.814 5.377 -0.224
H -3.669 4.744 -1.277
H -3.580 2.999 -1.211
H -4.406 4.601 -3.363
H -2.923 4.236 -5.171
H -2.099 5.170 -3.950
H -1.753 3.430 -4.172
C 2.668 -3.232 -2.460
C 3.922 -2.751 -2.831
C 4.576 -1.813 -2.037
C 3.954 -1.378 -0.879
C 2.707 -1.847 -0.505
C 2.068 -2.774 -1.300
N 4.586 -0.402 0.010
O 5.666 0.092 -0.248
O 3.954 -0.104 1.011
H 2.120 -3.960 -3.045
H 4.390 -3.106 -3.739
H 5.547 -1.434 -2.322
H 2.237 -1.491 0.399
H 1.092 -3.149 -1.023
Cl 3.181 4.279 1.692
Li -2.213 -0.970 2.248
N -0.636 -4.834 -3.761
O -1.565 -4.857 -4.581
O -0.864 -4.994 -2.538
O 0.541 -4.630 -4.144

E_LUMO = -2.9 eV
Orbital gap = 3.7 eV

Atomic partial charges in e from the Löwdin method, atoms 1 to 6:
1 C -0.09
2 C -0.25
3 C -0.22
4 C -0.18
5 C -0.23
6 C -0.21



Entry 3:
# C4H5O3S

A structure of composition C4H5O3S (wB97M-V/def2-TZVPD, OMol25).

Element x y z (Å)
C -2.188 -0.195 -0.176
C 1.351 1.203 -0.715
C -0.985 -0.140 -0.696
C 0.224 -0.673 -0.587
O 2.413 -0.526 1.578
O 0.980 -1.573 -0.866
O 0.005 -1.217 1.570
S 1.004 -0.099 1.588
H -2.908 0.532 -0.473
H -2.425 -0.560 0.850
H 1.050 1.743 0.147
H 2.409 1.016 -0.552
H -0.929 0.490 -1.669

E_LUMO (spin up / spin down) = 3.7 / 3.7 eV
Charge = -1
Relative energy (zero: lowest compared OMol25 entry of this formula, charge and spin) = 7.021 eV
Orbital gap (spin up / spin down) = 6.5 / 6.5 eV

Atomic partial charges in e from the Löwdin method, atoms 1 to 6:
1 C 0.00
2 C -0.05
3 C -0.27
4 C -0.50
5 O -0.52
6 O 0.04



> What is the formula in the first record?

C3H12N2O